Entry 1:
Density functional theory data (the ωB97M-V functional and the def2-TZVPD basis) for a structure of composition C54H45HfN5O9 in a non-equilibrium geometry.

Properties
- Kohn-Sham gap (alpha / beta): 0.2065 / 0.2065 Eh
- E_LUMO (alpha / beta): -1.5 / -1.5 eV
- Max |F|: 5.11 eV/Å
- ΔE to the lowest compared entry with this formula, charge and spin: 147.45 kJ/mol
- Molar mass: 1086.47 g mol⁻¹
- 2S+1: 1

Last column: Löwdin charge in e.
CARTESIAN COORDINATES (ANGSTROEM)
Hf 0.31 0.38 -0.66  1.84
O -3.24 0.15 -4.80  -0.05
C -3.57 0.99 -3.69  -0.19
C -2.57 0.60 -2.60  -0.17
N -1.15 0.74 -2.86  -0.18
C -0.74 2.15 -3.21  -0.06
C -0.80 3.02 -1.99  -0.58
O -1.31 4.14 -1.94  0.07
O -0.20 2.41 -1.01  -0.17
C -0.59 -0.13 -3.85  -0.13
C 0.92 -0.04 -3.78  -0.60
O 1.62 -0.10 -4.77  0.08
O 1.32 0.17 -2.53  -0.19
H -3.52 0.43 -5.64  0.07
H -4.53 0.81 -3.19  0.12
H -3.35 2.05 -3.94  0.13
H -2.69 -0.48 -2.45  0.11
H -2.86 1.12 -1.70  0.12
H -1.44 2.41 -4.02  0.13
H 0.31 2.18 -3.59  0.15
H -0.85 0.00 -4.95  0.15
H -0.87 -1.16 -3.60  0.13
C 8.47 3.11 4.78  -0.09
O 8.24 3.28 3.39  -0.08
C 7.04 2.75 2.89  -0.25
C 6.05 2.19 3.73  0.01
C 4.91 1.61 3.12  0.00
C 4.70 1.67 1.74  -0.25
C 5.70 2.24 0.91  0.02
C 6.87 2.76 1.52  0.00
C 3.47 1.29 1.16  -0.11
C 2.36 2.02 1.46  -0.18
C 2.29 3.21 2.31  0.04
C 0.95 3.57 2.42  0.04
C 0.20 2.55 1.74  -0.26
N 1.05 1.63 1.16  0.02
C -1.15 2.54 1.90  -0.05
C -1.96 1.47 1.36  -0.22
C -3.33 1.41 1.54  0.01
C -3.67 0.16 1.12  -0.01
C -2.55 -0.47 0.59  -0.28
C -2.61 -1.66 -0.18  -0.04
C -3.93 -2.45 -0.09  -0.20
C -4.74 -2.56 -1.19  -0.05
C -5.92 -3.27 -1.25  0.02
C -6.43 -3.80 -0.06  -0.29
O -7.69 -4.28 -0.01  -0.08
C -8.43 -4.30 1.20  -0.06
C -5.57 -3.74 1.04  -0.03
C -4.34 -3.14 1.03  -0.04
C -1.52 -2.20 -0.82  -0.27
N -0.21 -1.73 -0.72  0.00
C 0.57 -2.65 -1.36  -0.24
C 1.96 -2.58 -1.38  -0.08
C 2.63 -3.64 -2.27  -0.18
C 3.37 -3.27 -3.42  0.01
C 3.96 -4.26 -4.19  -0.01
C 3.87 -5.61 -3.82  -0.31
O 4.27 -6.58 -4.67  -0.08
C 4.87 -6.16 -5.91  -0.07
C 3.07 -5.95 -2.78  -0.02
C 2.52 -4.99 -1.94  -0.04
C 2.73 -1.73 -0.63  -0.19
C 4.23 -1.81 -0.45  0.06
C 4.64 -0.74 0.31  0.02
C 3.49 0.08 0.41  -0.20
N 2.36 -0.48 -0.14  0.01
C -0.27 -3.62 -2.04  0.04
C -1.57 -3.33 -1.65  0.01
N -1.49 0.34 0.74  0.02
C -1.81 3.57 2.76  -0.20
C -1.94 4.90 2.35  -0.02
C -2.56 5.86 3.15  0.02
C -3.16 5.58 4.39  -0.29
O -3.78 6.57 5.05  -0.04
C -4.52 6.00 6.14  -0.08
C -3.05 4.24 4.78  -0.04
C -2.39 3.32 4.02  -0.03
H 9.37 3.58 4.95  0.06
H 8.59 2.02 5.07  0.12
H 7.78 3.55 5.43  0.07
H 6.29 2.03 4.75  0.09
H 4.09 1.12 3.58  0.12
H 5.60 2.30 -0.13  0.11
H 7.68 3.11 0.89  0.12
H 3.08 3.69 2.81  0.10
H 0.52 4.38 3.05  0.13
H -4.07 2.15 1.84  0.13
H -4.66 -0.17 1.17  0.11
H -4.25 -2.17 -2.07  0.11
H -6.50 -3.34 -2.18  0.13
H -9.44 -4.51 0.97  0.08
H -8.31 -3.39 1.75  0.09
H -8.04 -5.13 1.78  0.09
H -5.88 -4.03 2.08  0.13
H -3.75 -3.17 1.97  0.14
H 3.47 -2.20 -3.74  0.14
H 4.52 -4.06 -5.08  0.08
H 5.04 -7.10 -6.45  0.10
H 5.82 -5.59 -5.70  0.11
H 4.26 -5.51 -6.51  0.08
H 2.93 -7.08 -2.64  0.15
H 1.89 -5.36 -1.15  0.12
H 4.75 -2.75 -0.63  0.11
H 5.56 -0.65 0.71  0.08
H 0.01 -4.38 -2.72  0.10
H -2.44 -3.93 -1.91  0.13
H -1.57 5.19 1.37  0.13
H -2.70 6.78 2.64  0.11
H -5.23 5.28 5.74  0.11
H -4.96 6.79 6.72  0.08
H -3.97 5.58 6.94  0.08
H -3.51 3.87 5.67  0.09
H -2.43 2.34 4.50  0.13

=====

Entry 2:
Density functional theory data (the ωB97M-V functional and the def2-TZVPD basis) for a structure of composition C54H45KN12O4.

Properties
- Kohn-Sham gap: 0.1358 Eh
- E_LUMO: 3.1 eV
- Max |F|: 0.73 eV/Å
- ΔE to the lowest compared entry with this formula, charge and spin: 3.14 kJ/mol
- Total charge: -2
- Molar mass: 965.13 g mol⁻¹
- 2S+1: 1

Last column: Löwdin charge in e.
CARTESIAN COORDINATES (ANGSTROEM)
K 0.68 -0.02 0.45  0.74
C -0.40 -6.01 1.02  -0.11
O 0.24 -4.82 1.39  -0.11
C 1.51 -4.62 0.90  -0.23
C 2.34 -5.65 0.52  -0.06
C 3.64 -5.40 0.05  -0.15
C 4.06 -4.09 -0.04  -0.11
C 3.24 -3.00 0.32  -0.15
C 3.80 -1.68 0.07  -0.13
N 3.21 -0.55 0.16  -0.07
N 3.99 0.53 -0.23  0.02
C 3.42 1.69 0.03  -0.54
O 2.33 1.95 0.62  -0.18
C 4.21 2.87 -0.51  -0.14
C 3.67 4.15 -0.38  -0.04
C 4.35 5.26 -0.86  -0.11
C 5.58 5.11 -1.48  -0.13
C 6.13 3.84 -1.61  -0.12
C 5.45 2.73 -1.13  -0.05
C 1.92 -3.23 0.84  -0.36
O 1.13 -2.32 1.22  -0.18
H -1.46 -5.88 1.24  0.08
H -0.03 -6.88 1.59  0.08
H -0.28 -6.21 -0.05  0.08
H 1.98 -6.68 0.59  0.09
H 4.28 -6.21 -0.24  0.07
H 5.05 -3.87 -0.42  0.09
H 4.85 -1.67 -0.25  0.10
H 2.71 4.23 0.10  0.09
H 3.91 6.24 -0.76  0.09
H 6.12 5.98 -1.85  0.08
H 7.09 3.71 -2.09  0.09
H 5.85 1.73 -1.23  0.09
C -1.27 6.33 0.32  -0.09
N -0.99 4.94 0.06  -0.16
C -1.34 3.85 0.75  -0.16
N -0.86 2.77 0.19  0.10
C -0.17 3.27 -0.88  -0.22
N -0.24 4.58 -1.00  0.13
C -2.39 6.87 -0.54  -0.19
C -2.36 8.15 -1.07  -0.03
C -3.45 8.66 -1.77  -0.07
C -4.59 7.89 -1.94  -0.03
C -4.62 6.60 -1.42  -0.13
C -3.53 6.10 -0.73  0.04
C -5.82 5.76 -1.53  -0.30
N -7.05 6.10 -1.73  0.11
N -7.79 4.92 -1.63  0.11
C -6.95 3.98 -1.37  -0.29
O -5.68 4.44 -1.30  0.13
C -7.18 2.56 -1.12  -0.14
C -8.41 2.14 -0.63  -0.03
C -8.61 0.79 -0.36  -0.07
C -7.60 -0.12 -0.62  -0.02
C -6.38 0.28 -1.13  -0.18
C -5.33 -0.74 -1.50  -0.08
N -5.11 -0.76 -2.94  -0.12
C -3.99 -0.53 -3.64  -0.13
N -4.25 -0.60 -4.93  0.08
C -5.57 -0.89 -4.96  -0.24
N -6.14 -1.00 -3.78  0.11
C -6.16 1.64 -1.37  0.05
H -0.35 6.90 0.17  0.13
H -1.55 6.42 1.37  0.13
H -1.94 3.89 1.65  0.13
H 0.44 2.64 -1.50  0.08
H -1.47 8.76 -0.95  0.11
H -3.41 9.65 -2.19  0.10
H -5.45 8.27 -2.47  0.11
H -3.56 5.09 -0.34  0.12
H -9.19 2.87 -0.45  0.11
H -9.56 0.45 0.03  0.10
H -7.77 -1.18 -0.43  0.12
H -5.68 -1.73 -1.20  0.12
H -4.37 -0.58 -1.01  0.11
H -3.03 -0.36 -3.17  0.13
H -6.13 -1.03 -5.87  0.09
H -5.22 1.97 -1.77  0.13
N -1.28 -1.57 -5.92  0.11
C -0.78 -0.86 -4.83  -0.34
C -0.96 0.53 -4.72  -0.05
C -0.55 1.15 -3.56  -0.17
N -0.01 0.52 -2.52  0.04
C 0.27 -0.77 -2.69  -0.13
C -0.09 -1.50 -3.81  0.00
H -2.15 -1.17 -6.23  0.06
H -1.43 -2.54 -5.67  0.08
H -1.47 1.08 -5.50  0.10
H -0.75 2.22 -3.43  0.09
H 0.77 -1.29 -1.88  0.09
H 0.07 -2.57 -3.84  0.10
C -3.33 -2.54 4.96  -0.13
C -3.68 -1.26 4.55  -0.12
C -3.44 -0.86 3.24  -0.07
C -2.88 -1.73 2.31  -0.22
C -2.52 -3.01 2.74  -0.02
C -2.74 -3.40 4.04  -0.09
C -2.65 -1.30 0.90  -0.14
C -2.44 -2.12 -0.10  -0.02
C -2.21 -2.98 -1.12  -0.25
C -3.20 -3.47 -2.05  -0.09
C -2.87 -4.34 -3.07  -0.17
C -1.57 -4.83 -3.26  -0.18
C -0.61 -4.42 -2.32  -0.16
C -0.88 -3.54 -1.31  -0.08
H -3.50 -2.85 5.98  0.08
H -4.12 -0.56 5.25  0.09
H -3.70 0.15 2.92  0.10
H -2.01 -3.65 2.03  0.10
H -2.44 -4.39 4.36  0.09
H -2.67 -0.20 0.80  0.08
H -4.24 -3.18 -1.94  0.07
H -3.66 -4.66 -3.74  0.08
H -1.34 -5.54 -4.04  0.06
H 0.41 -4.81 -2.38  0.10
H -0.13 -3.27 -0.59  0.08

=====

Entry 3:
Density functional theory data (the ωB97M-V functional and the def2-TZVPD basis) for a structure of composition C54H46Cl2N9O4PSTi in a non-equilibrium geometry.

Properties
- Kohn-Sham gap (alpha / beta): 0.2608 / 0.2571 Eh
- E_LUMO (alpha / beta): -2.2 / -2.3 eV
- Max |F|: 1.27 eV/Å
- ΔE to the lowest compared entry with this formula, charge and spin: 66.85 kJ/mol
- Total charge: +1
- Molar mass: 1066.83 g mol⁻¹
- 2S+1: 2

Last column: Löwdin charge in e.
CARTESIAN COORDINATES (ANGSTROEM)
Ti 0.62 -0.23 0.01  1.01
C -3.21 3.41 -0.88  0.00
N -2.14 2.51 -1.32  -0.04
C -1.61 1.51 -0.60  -0.43
N -0.66 0.90 -1.32  0.03
C -0.59 1.53 -2.53  -0.14
C -1.49 2.57 -2.53  -0.09
C -1.85 3.56 -3.57  -0.21
C -1.51 4.90 -3.42  -0.04
C -1.84 5.82 -4.40  -0.07
C -2.51 5.41 -5.54  -0.07
C -2.85 4.07 -5.70  -0.06
C -2.52 3.15 -4.72  -0.02
C 0.24 1.02 -3.64  -0.21
C 0.61 -0.31 -3.64  -0.06
C 1.38 -0.84 -4.67  -0.06
C 1.77 -0.02 -5.72  -0.07
C 1.39 1.31 -5.73  -0.07
C 0.63 1.84 -4.70  -0.05
P -2.47 0.74 0.82  1.22
C -1.17 0.61 2.11  -0.43
N -0.15 -0.23 2.03  0.03
C 0.43 -0.28 3.28  -0.14
C -0.27 0.55 4.12  -0.10
N -1.29 1.09 3.36  -0.03
C -2.30 2.04 3.82  0.00
C -0.12 0.81 5.56  -0.19
C -0.16 -0.27 6.45  -0.02
C -0.03 -0.05 7.81  -0.06
C 0.13 1.24 8.30  -0.07
C 0.17 2.31 7.42  -0.06
C 0.04 2.10 6.06  -0.06
C 1.61 -1.14 3.53  -0.16
C 2.53 -0.82 4.52  -0.03
C 3.65 -1.63 4.71  -0.07
C 3.85 -2.74 3.91  -0.07
C 2.93 -3.06 2.92  -0.06
C 1.81 -2.26 2.74  -0.03
C -2.31 -0.98 0.23  -0.43
N -1.17 -1.51 -0.17  0.05
C -1.45 -2.80 -0.57  -0.14
C -2.79 -3.04 -0.37  -0.09
N -3.32 -1.87 0.13  -0.04
C -4.73 -1.58 0.40  -0.01
C -3.58 -4.26 -0.61  -0.16
C -4.46 -4.74 0.36  -0.04
C -5.21 -5.89 0.13  -0.07
C -5.07 -6.57 -1.07  -0.07
C -4.18 -6.12 -2.03  -0.06
C -3.44 -4.97 -1.80  -0.01
C -0.46 -3.77 -1.08  -0.20
C -0.08 -3.77 -2.42  -0.05
C 0.81 -4.71 -2.90  -0.07
C 1.33 -5.67 -2.04  -0.08
C 0.95 -5.69 -0.71  -0.07
C 0.05 -4.74 -0.23  -0.03
H -2.87 4.01 -0.03  0.10
H -4.09 2.84 -0.59  0.08
H -3.47 4.07 -1.70  0.09
H -0.97 5.21 -2.53  0.12
H -1.57 6.86 -4.27  0.11
H -2.76 6.13 -6.31  0.11
H -3.37 3.75 -6.59  0.11
H -2.78 2.10 -4.84  0.13
H 0.31 -0.96 -2.83  0.07
H 1.67 -1.88 -4.64  0.10
H 2.37 -0.43 -6.53  0.11
H 1.70 1.96 -6.55  0.11
H 0.36 2.88 -4.72  0.11
H -2.29 2.06 4.90  0.09
H -3.28 1.73 3.47  0.08
H -2.07 3.04 3.44  0.10
H -0.29 -1.27 6.07  0.13
H -0.06 -0.89 8.50  0.11
H 0.24 1.41 9.37  0.11
H 0.31 3.32 7.80  0.11
H 0.09 2.94 5.37  0.09
H 2.40 0.06 5.13  0.11
H 4.36 -1.38 5.48  0.11
H 4.73 -3.36 4.06  0.11
H 3.08 -3.92 2.29  0.11
H 1.09 -2.53 1.98  0.10
H -5.34 -2.31 -0.12  0.09
H -4.98 -0.59 0.03  0.08
H -4.93 -1.63 1.47  0.10
H -4.54 -4.24 1.32  0.11
H -5.89 -6.25 0.89  0.11
H -5.65 -7.47 -1.25  0.11
H -4.06 -6.65 -2.96  0.11
H -2.75 -4.61 -2.56  0.11
H -0.51 -3.03 -3.09  0.11
H 1.10 -4.69 -3.94  0.11
H 2.04 -6.40 -2.41  0.11
H 1.34 -6.45 -0.04  0.11
H -0.26 -4.76 0.81  0.12
C 3.67 4.73 -2.19  -0.03
N 4.52 3.79 -1.48  -0.13
C 5.70 4.09 -0.81  -0.05
C 6.18 2.94 -0.31  -0.10
N 5.29 1.95 -0.68  0.06
C 4.26 2.46 -1.41  -0.79
S 2.95 1.63 -2.04  0.74
H 4.20 5.67 -2.28  0.09
H 2.74 4.88 -1.64  0.09
H 3.43 4.33 -3.17  0.08
H 6.09 5.09 -0.75  0.12
H 7.05 2.74 0.29  0.12
H 5.34 0.97 -0.47  0.15
O 3.19 -2.96 -0.95  0.05
N 2.95 -1.82 -0.92  -0.05
O 1.57 -1.60 -0.69  -0.33
Cl 4.51 1.67 2.45  0.67
C 3.02 2.42 1.86  -0.96
Cl 2.12 3.14 3.23  0.64
C 2.11 1.44 1.12  -0.78
O 1.02 1.87 0.69  -0.09
O 2.44 0.24 0.97  -0.11
H 3.28 3.23 1.19  0.06

=====

Entry 4:
Density functional theory data (the ωB97M-V functional and the def2-TZVPD basis) for a structure of composition C54H46N5O4P2SSbSe4Y in a non-equilibrium geometry.

Properties
- Kohn-Sham gap: 0.1179 Eh
- E_LUMO: 0.5 eV
- Max |F|: 3.93 eV/Å
- ΔE to the lowest compared entry with this formula, charge and spin: 131.11 kJ/mol
- Total charge: -1
- Molar mass: 1449.51 g mol⁻¹
- 2S+1: 1

Last column: Löwdin charge in e.
CARTESIAN COORDINATES (ANGSTROEM)
Y -1.44 0.28 0.11  0.82
C 2.45 -2.45 -1.49  -0.16
N 1.39 -1.83 -0.71  -0.48
P 0.12 -2.63 0.08  0.94
C 0.89 -3.98 1.07  -0.33
C 1.54 -5.06 0.47  -0.10
C 2.12 -6.05 1.24  -0.08
C 2.04 -6.00 2.63  -0.09
C 1.35 -4.96 3.23  -0.08
C 0.78 -3.96 2.45  -0.11
C -0.82 -3.66 -1.07  -0.36
C -1.87 -4.40 -0.52  -0.11
C -2.77 -5.07 -1.35  -0.09
C -2.62 -5.02 -2.73  -0.09
C -1.56 -4.30 -3.28  -0.08
C -0.68 -3.62 -2.45  -0.10
P 1.40 -0.12 -0.26  0.92
C 3.11 0.09 0.36  -0.32
C 3.84 -0.93 0.97  -0.12
C 5.09 -0.69 1.52  -0.09
C 5.62 0.60 1.47  -0.10
C 4.90 1.62 0.88  -0.09
C 3.65 1.37 0.32  -0.08
C 1.28 0.96 -1.63  -0.41
C 0.59 2.33 -1.46  -0.39
C 0.24 2.92 -2.80  -0.11
C 0.86 2.55 -3.94  -0.16
C 1.75 1.43 -3.99  -0.16
C 1.88 0.66 -2.87  -0.17
H 2.82 -3.36 -1.00  0.06
H 3.29 -1.76 -1.57  0.07
H 2.13 -2.71 -2.50  0.07
H 1.56 -5.14 -0.61  0.10
H 2.63 -6.88 0.76  0.10
H 2.50 -6.77 3.23  0.10
H 1.26 -4.92 4.31  0.10
H 0.21 -3.18 2.93  0.08
H -2.01 -4.44 0.55  0.08
H -3.60 -5.60 -0.90  0.08
H -3.33 -5.52 -3.37  0.10
H -1.44 -4.25 -4.35  0.10
H 0.12 -3.03 -2.89  0.07
H 3.42 -1.93 1.03  0.10
H 5.64 -1.49 1.99  0.10
H 6.59 0.80 1.90  0.10
H 5.31 2.62 0.84  0.10
H 3.08 2.17 -0.15  0.09
H 1.31 3.03 -0.99  0.10
H -0.48 3.74 -2.81  0.09
H 0.61 3.06 -4.87  0.09
H 2.23 1.16 -4.92  0.07
H 2.47 -0.25 -2.95  0.08
Se -6.86 -0.77 2.82  -0.07
Sb -5.12 -2.03 1.91  -0.10
Se -3.89 -0.79 -0.11  0.29
Se -2.65 -1.06 2.13  0.15
Se -5.01 -4.35 1.91  -0.06
C -1.89 -1.22 -8.54  -0.06
C -1.94 -0.82 -7.09  -0.28
C -2.86 0.12 -6.65  -0.05
C -2.90 0.51 -5.31  -0.07
C -2.02 -0.07 -4.41  -0.32
C -1.08 -1.00 -4.84  -0.07
C -1.06 -1.38 -6.17  -0.04
S -1.86 0.65 -2.78  0.81
O -1.41 -0.61 -1.96  -0.66
O -3.25 0.97 -2.26  -0.59
N -0.57 2.30 -0.52  -0.15
C -0.88 3.53 0.01  -0.29
C -2.04 4.20 -0.34  -0.05
C -2.45 5.38 0.31  -0.09
C -1.70 5.94 1.30  -0.07
C -0.46 5.35 1.64  -0.17
C 0.41 5.92 2.61  -0.03
C 1.62 5.33 2.86  -0.07
C 1.95 4.15 2.16  -0.17
N 1.16 3.58 1.29  0.14
C -0.03 4.16 1.00  -0.15
H -2.56 -0.62 -9.15  0.07
H -2.16 -2.27 -8.67  0.08
H -0.88 -1.10 -8.94  0.08
H -3.56 0.56 -7.35  0.10
H -3.62 1.24 -4.97  0.11
H -0.38 -1.40 -4.13  0.09
H -0.33 -2.10 -6.51  0.11
H -2.65 3.75 -1.11  0.11
H -3.39 5.84 0.02  0.10
H -2.01 6.84 1.82  0.10
H 0.11 6.83 3.11  0.11
H 2.31 5.75 3.58  0.09
H 2.90 3.67 2.34  0.10
O 4.50 -0.36 6.44  0.10
C 4.27 -0.80 5.18  -0.48
O 5.00 -1.61 4.68  0.12
C 3.06 -0.24 4.52  -0.14
C 2.30 -1.07 3.70  0.00
C 1.17 -0.58 3.08  -0.04
C 0.77 0.74 3.28  -0.26
C 1.54 1.58 4.08  -0.02
C 2.68 1.09 4.70  -0.02
N -0.43 1.16 2.67  0.07
C -1.22 1.89 3.35  -0.10
C -2.57 2.23 2.91  -0.30
C -3.50 2.52 3.90  -0.01
C -4.84 2.60 3.56  -0.06
C -5.19 2.48 2.22  -0.07
C -4.18 2.28 1.29  -0.16
N -2.90 2.12 1.61  0.05
H 3.77 0.20 6.72  0.10
H 2.61 -2.09 3.54  0.12
H 0.56 -1.20 2.44  0.03
H 1.27 2.62 4.19  0.10
H 3.29 1.76 5.28  0.12
H -0.98 2.19 4.37  0.13
H -3.18 2.63 4.93  0.11
H -5.60 2.71 4.32  0.11
H -6.21 2.50 1.90  0.10
H -4.40 2.24 0.23  0.10

=====

- Look up the molar mass of the third one.
  1066.83 g mol⁻¹

=====

- Among the records above, which one has the highest ΔE to the lowest compared entry with this formula, charge and spin?
  C54H45HfN5O9

=====

- The highest ΔE to the lowest compared entry with this formula, charge and spin belongs to which entry?
  C54H45HfN5O9